66
Properties=species:S:1:pos:R:3 method="wB97M-V/def2-TZVPD" orbital_gap_ev=9.1 charge=+1 lumo_energy_ev=-2.5 total_energy_ev=-111346.8553
C 0.886 -0.975 -0.773
C 0.668 0.330 -1.477
N 1.043 0.617 -2.653
C -0.036 1.454 -0.733
N -1.062 1.009 0.200
C -2.064 0.235 -0.185
N -3.047 -0.241 0.582
C -3.795 -0.971 -0.231
Br -5.278 -1.933 0.240
N -3.333 -0.971 -1.476
N -3.790 -1.628 -2.616
N -2.221 -0.175 -1.470
H 1.615 -0.863 0.032
H -0.025 -1.372 -0.322
H 1.249 -1.717 -1.478
H 1.553 -0.158 -3.077
H -0.468 2.177 -1.427
H 0.730 1.983 -0.161
H -1.062 1.301 1.163
H -3.312 -1.269 -3.432
H -4.793 -1.481 -2.688
H -1.669 0.002 -2.299
N -1.599 -4.490 1.732
C -2.773 -3.913 1.974
C -3.391 -3.906 3.214
C -2.756 -4.546 4.268
C -1.535 -5.156 4.032
C -1.000 -5.100 2.752
H -3.240 -3.429 1.124
H -4.346 -3.416 3.351
H -3.204 -4.568 5.252
H -1.004 -5.669 4.822
H -0.046 -5.567 2.535
N -5.522 2.438 -3.144
C -4.494 2.126 -2.362
C -3.968 2.972 -1.400
C -4.548 4.223 -1.242
C -5.618 4.564 -2.050
C -6.069 3.639 -2.984
H -4.079 1.138 -2.534
H -3.129 2.673 -0.784
H -4.170 4.918 -0.504
H -6.100 5.528 -1.963
H -6.906 3.873 -3.631
N 3.160 2.756 0.212
C 3.887 3.436 1.098
C 4.999 4.191 0.759
C 5.383 4.246 -0.571
C 4.637 3.547 -1.507
C 3.539 2.826 -1.065
H 3.566 3.367 2.132
H 5.549 4.721 1.524
H 6.247 4.825 -0.872
H 4.894 3.561 -2.557
H 2.932 2.270 -1.772
N 3.919 -1.880 0.658
C 4.053 -2.565 1.793
C 5.275 -2.808 2.401
C 6.422 -2.317 1.799
C 6.298 -1.602 0.618
C 5.030 -1.412 0.092
H 3.136 -2.938 2.236
H 5.322 -3.371 3.323
H 7.395 -2.487 2.242
H 7.164 -1.200 0.112
H 4.898 -0.854 -0.829